142
Properties=species:S:1:pos:R:3:forces:R:3:mulliken_charge:R:1 method="wB97M-V/def2-TZVPD" homo_energy_ev=-1.230 multiplicity=1 total_charge=-2 homo_lumo_gap_ev=3.746 energy_ha=-15252.750019
C 3.159517 1.798600 0.778974 -0.443 -0.167 0.429 0.2349
O 2.091696 1.417815 -0.049899 0.465 0.075 -0.567 -0.5344
C 0.966708 0.851265 0.610793 -0.509 0.238 0.217 0.0589
C -0.088036 1.858414 1.018192 0.882 0.855 -0.719 1.0383
C -0.881301 2.399347 -0.162319 0.196 -0.977 -0.471 -0.6718
C -2.162930 1.598089 -0.373112 0.064 0.218 0.329 -1.0380
B -3.219613 1.718992 0.870614 -0.367 1.488 -0.701 0.6405
C -4.743246 2.226772 0.308548 -0.658 -1.398 -0.052 -1.0593
C -5.764437 1.380383 0.941466 0.163 0.956 0.893 0.7867
O -6.285188 1.508185 1.999052 -0.224 -0.488 -0.410 -0.5400
Cl -6.223954 -0.108919 -0.091137 -0.197 -0.149 -0.137 -0.4001
O -3.498007 0.337945 1.526084 -0.909 0.338 -0.276 -0.5366
C -2.504195 -0.293915 1.871759 1.683 -1.019 0.843 0.5192
N -1.557917 -0.896043 2.197643 -0.311 -0.137 -0.080 -0.5428
C -2.766117 2.854555 1.968722 -0.195 -1.136 0.672 0.2762
O -2.418638 2.509817 3.139218 -0.267 -0.352 0.087 -0.8478
O -2.781068 4.037617 1.594553 -0.089 1.461 -0.812 -0.7360
H 2.852502 2.548458 1.503849 -0.143 0.267 0.261 0.2044
H 3.576385 0.957925 1.353340 -0.078 -0.009 -0.197 0.0933
H 3.940181 2.237448 0.176589 -0.004 -0.109 -0.332 -0.3054
H 0.523946 0.160091 -0.096232 0.018 -0.441 -0.111 0.4553
H 1.289336 0.342046 1.504060 0.245 -0.524 0.286 -0.4630
H -0.701074 1.472470 1.816301 -0.219 -0.142 0.064 -0.7484
H 0.446204 2.696111 1.433345 0.240 0.353 0.417 0.2789
H -1.047875 3.454263 -0.057669 -0.441 0.448 0.327 -0.3428
H -0.271472 2.300691 -1.063784 0.306 -0.008 -0.151 0.4968
H -2.585781 1.911149 -1.321046 -0.439 0.102 -0.274 0.5203
H -1.850941 0.565850 -0.548479 -0.047 -0.346 0.090 0.3541
H -4.970312 3.234711 0.613086 0.304 0.430 0.079 0.2727
H -4.865337 2.078136 -0.756434 0.291 0.203 -0.319 0.4751
Cl -1.203769 4.866975 -3.895088 -0.032 0.008 -0.007 -0.1911
C -1.957825 6.168089 -2.927792 0.060 0.006 0.225 -0.4386
C -2.527101 5.664970 -1.625671 0.087 -0.008 0.156 -0.1929
Cl -3.946505 4.630493 -1.867094 -0.076 0.048 -0.193 -0.1860
H -2.723702 6.632997 -3.535900 -0.101 -0.028 -0.121 0.3521
H -1.177561 6.902262 -2.726200 0.027 -0.047 0.024 0.3576
H -2.851101 6.509487 -1.019891 0.009 0.020 0.002 0.3793
H -1.802339 5.095801 -1.050932 -0.041 -0.080 0.050 0.0477
Cl -1.739774 5.903006 -8.749523 0.027 0.031 -0.043 -0.2014
C -3.079276 6.836169 -8.026322 -0.204 0.003 -0.047 -0.4178
C -2.597398 8.096715 -7.356979 -0.013 0.070 0.044 -0.3359
Cl -1.655491 7.745524 -5.889473 0.063 0.100 -0.137 -0.1638
H -3.599514 6.187797 -7.326411 0.118 -0.053 0.062 0.4062
H -3.759794 7.086748 -8.837616 0.031 0.056 -0.030 0.2114
H -3.452729 8.697692 -7.053167 -0.047 -0.038 -0.010 0.3125
H -1.978754 8.693232 -8.023846 0.035 -0.016 -0.001 0.1947
Cl 6.022576 3.545080 -0.133367 0.235 0.077 -0.034 -0.1794
C 7.109676 3.716303 -1.533634 -0.031 -0.072 0.111 0.0154
C 6.570090 3.007684 -2.753806 0.019 -0.072 -0.001 -0.4485
Cl 6.598425 1.234736 -2.555353 -0.020 -0.018 0.000 -0.2058
H 8.087744 3.332269 -1.252081 -0.024 -0.089 0.008 0.3620
H 7.201710 4.776879 -1.727602 -0.078 0.083 -0.020 -0.1543
H 7.178286 3.233604 -3.628472 -0.068 -0.207 0.182 0.2296
H 5.546347 3.305892 -2.965356 -0.049 -0.046 0.077 0.4032
Cl 3.032142 -1.244622 2.894701 0.331 -0.077 0.137 -0.3588
C 1.699675 -2.420663 2.799137 -0.362 0.007 0.060 -0.1189
C 0.671642 -2.177868 3.873115 -0.124 0.090 -0.250 0.2615
Cl 1.322835 -2.581078 5.501101 0.143 -0.279 0.070 -0.2955
H 2.120039 -3.417066 2.870259 0.131 -0.061 0.060 -0.0074
H 1.246425 -2.305683 1.816392 -0.135 0.132 0.050 0.4311
H -0.189034 -2.821818 3.709092 -0.028 0.048 -0.003 0.1988
H 0.322389 -1.147432 3.893928 0.047 -0.084 0.049 -0.2509
Cl -6.317232 -5.307763 0.381018 0.005 -0.076 -0.031 -0.2560
C -5.557554 -4.477962 1.778843 0.085 0.129 0.215 -0.0029
C -5.130402 -3.068853 1.467851 -0.062 0.100 -0.071 0.0445
Cl -3.760304 -3.023167 0.335218 -0.039 -0.128 -0.083 -0.1733
H -4.699936 -5.065264 2.091223 -0.149 -0.143 -0.219 -0.1975
H -6.297865 -4.473275 2.578101 -0.059 0.022 -0.058 0.3768
H -4.796469 -2.583672 2.384601 0.032 -0.006 0.026 0.2512
H -5.935841 -2.476408 1.043115 0.022 0.002 -0.030 -0.0732
Cl 0.934319 -5.405299 0.773871 0.528 0.174 -0.378 -0.0577
C 2.398742 -5.907804 -0.106221 0.056 -0.027 -0.124 -0.5907
C 3.650352 -5.745614 0.718264 0.140 0.018 -0.024 -0.3683
Cl 4.069999 -4.038353 0.998386 -0.003 -0.089 -0.034 -0.0945
H 2.451290 -5.330084 -1.025115 -0.016 0.082 0.028 0.3345
H 2.265394 -6.957734 -0.362896 -0.002 -0.022 0.036 0.2952
H 4.492128 -6.194246 0.192296 -0.027 -0.019 -0.053 0.3551
H 3.553478 -6.228609 1.686695 -0.038 0.041 0.058 0.1145
Cl -9.149243 -2.390586 0.032957 0.051 0.011 0.032 -0.1140
C -9.979610 -3.903319 -0.380918 0.087 0.028 -0.086 -0.3757
C -10.948215 -4.338767 0.688371 -0.100 -0.068 -0.075 -0.4159
Cl -10.122927 -4.860271 2.181345 -0.013 0.007 0.029 -0.1791
H -9.220859 -4.661619 -0.561299 0.043 0.002 0.078 0.1836
H -10.521342 -3.726275 -1.309407 -0.064 -0.010 0.020 0.3230
H -11.527343 -5.190898 0.334986 0.038 -0.032 -0.008 0.2833
H -11.634009 -3.537555 0.949936 0.053 0.056 0.056 0.3035
Cl 1.278642 2.352753 3.876364 0.389 -0.044 0.405 -0.1346
C -0.279936 2.410004 4.750296 -0.010 -0.252 0.259 -0.2504
C -0.130657 2.017209 6.195137 0.036 0.262 0.005 -0.5173
Cl 0.262589 0.282899 6.403686 0.026 0.143 0.093 -0.1647
H -0.982604 1.771218 4.215828 0.045 0.177 -0.035 0.0252
H -0.646827 3.430775 4.677801 -0.076 -0.084 -0.079 0.4223
H -1.070939 2.192002 6.714657 -0.067 -0.042 -0.078 0.3658
H 0.651873 2.590776 6.687394 0.087 -0.077 0.043 0.3304
Cl -4.173820 8.913501 -11.129668 -0.039 0.041 0.005 -0.1842
C -2.687972 8.787839 -12.106907 0.034 -0.109 -0.089 -0.4577
C -1.448845 9.053042 -11.293204 0.066 -0.059 0.012 -0.0870
Cl -1.330934 10.759361 -10.786135 -0.012 0.007 0.030 -0.1918
H -2.778448 9.479793 -12.939741 -0.018 0.079 0.048 0.3622
H -2.653026 7.774223 -12.501730 0.013 -0.040 0.065 0.2813
H -0.565488 8.836183 -11.890477 -0.006 0.018 -0.039 0.3201
H -1.421146 8.433424 -10.400330 -0.025 -0.003 0.017 -0.0574
Cl -3.065542 -5.422054 3.890212 0.046 0.007 0.225 -0.1534
C -1.627570 -6.462118 3.984879 0.093 -0.033 0.082 -0.5193
C -1.058033 -6.744678 2.619929 -0.147 0.028 0.266 -0.2909
Cl -2.146957 -7.767229 1.644912 0.077 -0.010 -0.048 -0.1285
H -1.911171 -7.378071 4.497108 -0.043 -0.030 -0.027 0.3973
H -0.888461 -5.940034 4.590032 0.033 0.082 -0.039 0.3047
H -0.114249 -7.277787 2.719119 -0.030 -0.002 -0.017 0.4808
H -0.881247 -5.828383 2.063618 -0.364 -0.161 0.236 -0.0634
Cl -6.466387 -11.699792 -0.500606 0.002 -0.047 -0.022 -0.2080
C -5.647207 -10.893042 0.866164 0.012 0.026 0.139 -0.4395
C -5.191261 -9.499972 0.522828 -0.021 0.139 0.049 -0.3226
Cl -3.856642 -9.496346 -0.655307 -0.054 -0.099 -0.094 -0.1881
H -4.812785 -11.519280 1.169286 0.033 -0.025 -0.076 0.3235
H -6.365071 -10.850669 1.683108 -0.040 0.039 -0.024 0.3118
H -4.821333 -9.005076 1.419680 0.021 -0.014 0.015 0.2084
H -6.000233 -8.902618 0.111742 0.000 0.005 -0.045 0.3042
Cl 3.559291 -5.703341 4.463267 -0.080 -0.190 -0.057 -0.1600
C 4.284401 -4.705474 5.745696 0.012 0.154 0.186 -0.5829
C 5.060684 -3.547897 5.176288 -0.176 0.146 0.052 0.1175
Cl 6.543998 -4.088213 4.337008 0.108 -0.043 -0.053 -0.2056
H 4.907509 -5.348133 6.362542 0.056 -0.061 -0.090 0.4297
H 3.464395 -4.325711 6.352479 -0.042 0.062 -0.112 0.2356
H 5.373723 -2.884651 5.979880 0.023 -0.025 0.027 0.3449
H 4.464375 -2.975141 4.468107 0.026 -0.041 -0.040 -0.1187
Cl 12.739949 -3.087903 3.808867 0.042 -0.011 0.014 -0.1952
C 11.558439 -4.422943 3.744169 -0.040 -0.070 -0.087 -0.4194
C 10.417358 -4.225041 4.706165 -0.115 -0.006 -0.037 -0.3374
Cl 10.939079 -4.374023 6.405664 0.022 0.012 0.018 -0.1938
H 12.090675 -5.348594 3.945125 0.047 0.019 0.060 0.3199
H 11.173929 -4.456972 2.726696 -0.038 0.054 -0.001 0.3031
H 9.659393 -4.987771 4.539347 0.009 -0.026 0.001 0.1954
H 9.954705 -3.250384 4.581879 0.023 0.038 0.040 0.3233
Cl 7.534512 7.713671 -1.674857 0.013 -0.035 0.018 -0.1763
C 8.608417 7.862655 -3.086774 0.033 0.088 0.027 -0.4651
C 8.059680 7.146461 -4.292418 0.061 0.050 -0.166 -0.4896
Cl 8.072705 5.375345 -4.079896 0.191 0.481 -0.331 -0.2024
H 9.585069 7.476489 -2.807420 -0.011 -0.060 0.021 0.3075
H 8.704308 8.924785 -3.305409 -0.043 0.011 -0.028 0.3303
H 8.673386 7.368878 -5.163777 0.053 -0.011 0.023 0.3328
H 7.037751 7.446983 -4.505746 -0.050 -0.046 0.075 0.3054